Computed, not measured: 6 unconnected molecules or ions with the total composition C18H51N3O9 in a non-equilibrium geometry, with ωB97M-V/def2-TZVPD.

CARTESIAN COORDINATES (ANGSTROEM)
1 H -6.9673 -15.3254 9.0983
2 N -11.3893 -2.7446 14.6911
3 H -10.2975 -15.2578 2.3192
4 C -11.8225 -4.4778 12.9464
5 C -11.0785 -12.9861 10.3976
6 H -10.6360 -5.5238 -3.6358
7 H -11.0902 -6.3757 -1.7624
8 O -9.8537 -10.7976 5.0615
9 H -7.3555 -1.6007 16.0041
10 H -9.1969 -4.2188 11.1060
11 C -7.0255 -14.6379 9.9421
12 H -9.2085 -15.2798 8.6156
13 N -11.3822 -5.4088 -1.7629
14 H -8.6011 -15.3700 11.1325
15 H -10.0287 -0.7452 15.4139
16 O -12.3944 -12.6986 10.9499
17 H -11.3582 -4.7926 0.3175
18 H -10.5479 -3.8447 -2.9712
19 H -13.6361 -14.0429 10.0859
20 O -9.2067 -2.0658 16.7873
21 C -7.9301 -1.3814 16.9040
22 H -11.4270 -14.5002 8.9917
23 C -9.3805 -5.0635 -0.3840
24 H -10.7465 -3.5391 -0.7874
25 H -10.9368 -12.2978 9.5644
26 H -10.4064 -10.9133 0.6972
27 O -13.1544 -5.4916 -4.1256
28 H -10.4072 -2.8841 14.5012
29 C -10.7460 -14.3819 9.8345
30 H -14.6609 -4.3101 -4.3217
31 H -7.9345 -6.8399 2.1008
32 H -9.1211 -5.5163 -1.3410
33 H -8.4545 -13.5798 10.8966
34 H -10.3390 -12.8104 11.1789
35 H -12.4138 -1.6657 16.2278
36 O -10.1829 -16.2005 2.4389
37 C -12.3466 -4.3424 -3.6841
38 H -8.0203 -0.2970 16.9670
39 H -11.9558 -5.5558 12.8550
40 C -6.0035 -14.4318 12.0559
41 C -8.4433 -14.5601 10.4202
42 H -11.4225 -4.7322 15.0501
43 H -12.4738 -4.0436 12.1879
44 H -6.8137 -13.6765 9.4741
45 H -10.8849 -15.0756 10.6638
46 H -9.7158 -5.9730 11.4618
47 H -5.9968 -13.3460 11.9597
48 H -13.3569 -12.7234 9.0426
49 H -7.5377 -7.3146 0.3717
50 H -4.9935 -14.6048 12.4275
51 O -10.4777 -4.2507 12.5376
52 H -14.7877 -5.7644 -5.2781
53 C -12.0172 -4.0906 14.3998
54 H -14.4428 -12.5675 10.4202
55 H -12.9610 -3.7239 -3.0297
56 H -11.6613 -3.1125 16.7261
57 H -12.0708 -3.7485 -4.5555
58 H -13.0773 -4.0985 14.6535
59 C -9.9749 -4.9151 11.4193
60 C -11.1082 -4.7794 -2.9948
61 H -10.5741 -4.7114 10.5318
62 C -7.9063 -6.5464 1.0514
63 H -11.0468 -16.5719 2.2601
64 H -13.6620 -4.4124 -5.7335
65 H -7.2564 -5.6736 0.9886
66 H -9.6678 -11.3811 5.7971
67 H -6.7831 -14.6888 12.7730
68 H -7.3086 -1.8085 17.6911
69 O -9.2270 -6.1115 0.7172
70 H -9.6565 -9.9219 5.3941
71 H -10.5913 -0.5638 17.1340
72 H -8.7639 -4.1995 -0.1361
73 C -10.8200 -4.6126 -0.6131
74 N -9.4047 -14.5311 9.2645
75 O -10.0218 -10.3036 0.0675
76 H -9.7250 -9.5650 0.5991
77 C -11.5242 -2.2695 16.0487
78 C -13.4798 -12.9642 10.0985
79 C -10.3185 -1.2523 16.3343
80 C -14.0839 -5.0103 -4.9257
81 O -6.0439 -15.1156 10.8116

Computed properties:
Structure (SMILES): COCCNCCOC.COCCNCCOC.COCCNCCOC.O.O.O
Total charge: 0
Energy relative to the best compared isomer or geometry (same formula, charge and spin) (kcal/mol): 106.5